Run 1
{
  "formula": "C3H3N3S2",
  "method": "ωB97M-V/def2-TZVPD",
  "smiles": "N/N=C1/C=NSC1=S",
  "total_charge": 0,
  "homo_energy_ev": -8.8,
  "spin_multiplicity": 1,
  "homo_lumo_gap_ha": 0.267,
  "lumo_energy_ev": -1.52,
  "species": ["N", "N", "C", "C", "N", "S", "C", "S", "H", "H", "H"],
  "xyz": [[2.48, -1.10, 0.03], [1.23, -1.53, -0.13], [0.16, -0.85, 0.10], [-1.16, -1.62, -0.08], [-2.19, -0.93, -0.04], [-1.80, 0.82, 0.02], [-0.08, 0.55, 0.25], [1.25, 1.74, -0.08], [2.51, -0.05, 0.16], [3.36, -1.73, 0.35], [-1.01, -2.68, -0.07]]
}

***

Run 2
{
  "formula": "C3H3N3S2",
  "method": "ωB97M-V/def2-TZVPD",
  "smiles": "Sc1cc(S)nnn1",
  "total_charge": 0,
  "homo_energy_ev": -9.7,
  "spin_multiplicity": 1,
  "homo_lumo_gap_ha": 0.360,
  "lumo_energy_ev": 0.04,
  "species": ["S", "C", "C", "C", "S", "N", "N", "N", "H", "H", "H"],
  "xyz": [[2.74, -0.89, 0.00], [1.17, -0.12, 0.00], [0.01, -0.86, -0.01], [-1.16, -0.12, -0.01], [-2.74, -0.90, 0.00], [-1.15, 1.23, -0.01], [0.00, 1.85, 0.00], [1.15, 1.23, -0.01], [3.43, 0.27, 0.02], [-0.02, -1.96, -0.01], [-3.43, 0.28, 0.02]]
}

***

Pick run 2: it beats the second-best structure by 0.0457 hartree.

***

Run 1
{
  "formula": "C3H8N5",
  "method": "ωB97M-V/def2-TZVPD",
  "total_charge": 1,
  "homo_energy_ev": -14.0,
  "spin_multiplicity": 1,
  "homo_lumo_gap_ha": 0.335,
  "lumo_energy_ev": -4.85,
  "species": ["C", "C", "C", "N", "N", "N", "N", "N", "H", "H", "H", "H", "H", "H", "H", "H"],
  "xyz": [[1.13, -1.58, -0.18], [-0.80, -0.41, -1.04], [-0.09, -1.65, -0.81], [1.65, -0.43, 0.12], [-0.12, 0.74, -0.63], [-1.84, -0.24, -1.78], [1.59, 1.77, 0.38], [0.94, 0.62, -0.01], [1.74, -2.38, 0.07], [-0.56, -2.62, -0.80], [-0.87, 1.22, 1.83], [-2.53, -0.98, -2.02], [-1.98, 0.72, -1.96], [2.58, 1.50, 0.44], [1.34, 2.72, 0.22], [-0.34, 1.56, 1.49]]
}

***

Run 2
{
  "formula": "C3H8N5",
  "method": "ωB97M-V/def2-TZVPD",
  "total_charge": 1,
  "homo_energy_ev": -12.7,
  "spin_multiplicity": 1,
  "homo_lumo_gap_ha": 0.296,
  "lumo_energy_ev": -4.62,
  "species": ["C", "C", "C", "N", "N", "N", "N", "N", "H", "H", "H", "H", "H", "H", "H", "H"],
  "xyz": [[0.91, -2.20, 0.18], [-1.77, -0.59, 0.75], [1.61, -1.24, -0.10], [2.58, -0.37, -0.33], [-1.56, 0.14, -0.30], [2.73, 0.84, -0.01], [1.74, 1.58, 0.26], [-0.59, 0.94, -0.70], [-1.07, -0.63, 1.58], [-2.68, -1.10, 0.67], [3.45, -0.95, -0.34], [-2.22, -0.02, -0.95], [1.92, 2.59, 0.19], [0.75, 1.30, -0.06], [0.12, -2.87, 0.17], [-0.69, 1.22, -1.69]]
}

***

Pick run 1: it beats the second-best structure by 0.1031 hartree.